C5H15N2O | wB97M-V/def2-TZVPD

M = 119.188 g/mol
HOMO = -14.57 eV
Kohn-Sham gap = 11.41 eV
electronic energy = -384.0309 a.u.
net charge = +1
energy above the lowest of the compared OMol25 structures with the same formula, charge and spin = 12.7 kcal/mol

Positions of all 23 atoms, in Å:
C 2.430 2.123 1.196
C 1.696 1.691 -0.073
C 0.816 0.461 0.306
C 0.410 -0.345 -0.964
N -0.829 0.293 -1.493
C -2.004 -0.027 -1.016
N -2.193 -1.108 -0.278
H 1.841 1.896 2.097
H 3.299 1.525 1.467
H 2.781 3.154 1.270
H 1.060 2.551 -0.324
H 2.287 1.461 -0.939
H -0.043 0.825 0.875
H 1.382 -0.172 0.995
H 1.166 -0.181 -1.733
H 0.378 -1.399 -0.736
H -0.646 1.185 -1.928
H -2.895 0.423 -1.468
H -1.396 -1.517 0.216
H -3.118 -1.329 0.059
H -0.217 -2.176 2.347
H -0.621 -3.452 1.786
O -0.502 -2.533 1.501


C5H15N2O | wB97M-V/def2-TZVPD

M = 119.188 g/mol
HOMO = -13.11 eV
Kohn-Sham gap = 10.24 eV
electronic energy = -383.9358 a.u.
net charge = +1
energy above the lowest of the compared OMol25 structures with the same formula, charge and spin = 72.3 kcal/mol

Positions of all 23 atoms, in Å:
N -0.056 0.964 -1.182
C -0.118 -0.355 -0.358
C 0.975 -0.133 0.677
C 0.683 -0.524 2.102
C -0.530 -0.762 2.558
C -0.188 -1.588 -1.218
N -1.424 -1.504 -2.003
H -0.039 1.754 -0.455
H 0.731 1.071 -1.851
H -0.828 0.787 -1.962
H -1.055 -0.198 0.333
H 1.893 -0.697 0.445
H 1.463 0.868 0.761
H 1.577 -0.932 2.721
H -1.380 -0.818 1.983
H -0.634 -0.976 3.644
H 0.036 -2.520 -0.667
H 0.727 -1.852 -1.984
H -2.123 -2.169 -1.532
H -1.355 -1.836 -2.886
H 1.285 3.835 0.165
H -0.095 4.108 0.621
O 0.455 3.478 0.088


C5H15N2O | wB97M-V/def2-TZVPD

M = 119.188 g/mol
HOMO = -11.59 eV
Kohn-Sham gap = 8.45 eV
electronic energy = -383.9820 a.u.
net charge = +1
energy above the lowest of the compared OMol25 structures with the same formula, charge and spin = 43.3 kcal/mol

Positions of all 23 atoms, in Å:
C -1.659 1.551 1.337
C -0.339 0.933 1.765
C 0.754 0.809 0.740
C 1.330 -0.297 0.287
N 2.368 -0.354 -0.624
C 2.583 -1.640 -1.276
N -1.869 1.161 -0.148
H -2.493 1.105 1.890
H -1.653 2.627 1.457
H 0.077 1.370 2.678
H -0.579 -0.005 2.295
H 0.875 1.819 0.342
H 1.291 -1.227 0.883
H 2.401 0.430 -1.258
H 2.874 -2.383 -0.530
H 1.720 -2.013 -1.862
H 3.315 -1.532 -2.084
H -2.793 1.434 -0.482
H -1.869 0.142 -0.252
H -1.110 1.594 -0.669
H -1.505 -1.961 -0.731
H -2.003 -2.091 -2.217
O -1.715 -1.472 -1.539


C5H15N2O | wB97M-V/def2-TZVPD

M = 119.188 g/mol
HOMO = -13.10 eV
Kohn-Sham gap = 10.13 eV
electronic energy = -383.9934 a.u.
net charge = +1
energy above the lowest of the compared OMol25 structures with the same formula, charge and spin = 36.1 kcal/mol

Positions of all 23 atoms, in Å:
N 1.134 1.182 0.181
C 0.183 0.022 0.376
C -1.247 0.456 0.650
C -2.237 -0.644 0.402
C -2.579 -1.101 -0.781
C 0.762 -0.914 1.440
N 1.860 -1.676 0.887
H 2.020 0.964 0.642
H 1.334 1.458 -0.811
H 0.785 2.036 0.631
H 0.109 -0.487 -0.588
H -1.459 1.019 1.567
H -1.475 1.321 -0.015
H -2.599 -1.026 1.355
H -2.144 -0.727 -1.703
H -3.052 -2.068 -0.922
H -0.113 -1.494 1.765
H 1.251 -0.297 2.201
H 1.649 -2.207 0.062
H 2.406 -2.117 1.614
H 1.663 1.826 -3.252
H 0.289 2.279 -2.862
O 1.103 2.007 -2.475


C5H15N2O | wB97M-V/def2-TZVPD

M = 119.188 g/mol
HOMO = -14.39 eV
Kohn-Sham gap = 11.34 eV
electronic energy = -384.0406 a.u.
net charge = +1
energy above the lowest of the compared OMol25 structures with the same formula, charge and spin = 6.5 kcal/mol

Positions of all 23 atoms, in Å:
C 1.169 -1.178 3.104
C 0.020 -1.176 2.072
C 0.278 -0.145 0.991
C -0.996 0.307 0.256
N -1.383 -0.592 -0.814
C -0.915 -0.595 -2.052
N -0.191 0.387 -2.511
H 2.120 -1.394 2.629
H 1.136 -0.273 3.707
H 0.862 -1.921 3.852
H -0.158 -2.183 1.683
H -0.882 -0.999 2.667
H 0.981 -0.574 0.269
H 0.815 0.737 1.354
H -1.759 0.438 1.024
H -0.890 1.310 -0.153
H -1.822 -1.472 -0.548
H -1.232 -1.413 -2.682
H 0.117 1.199 -1.981
H 0.016 0.477 -3.491
H 1.893 2.184 -0.443
H 1.506 3.319 -1.444
O 1.357 2.414 -1.187


C5H15N2O | wB97M-V/def2-TZVPD

M = 119.188 g/mol
HOMO = -13.28 eV
Kohn-Sham gap = 10.15 eV
electronic energy = -384.0015 a.u.
net charge = +1
energy above the lowest of the compared OMol25 structures with the same formula, charge and spin = 31.1 kcal/mol

Positions of all 23 atoms, in Å:
O -0.869 -0.918 -0.712
C -1.731 -1.696 -0.339
C -1.615 -3.024 0.350
N -2.449 -2.980 1.557
H -2.815 -1.514 -0.559
H -1.988 -3.728 -0.394
H -0.538 -3.261 0.466
H -2.725 -3.956 1.825
H -1.847 -2.600 2.363
C 2.407 1.088 -0.864
C 1.430 1.918 -0.047
C 0.612 2.826 -0.926
N 0.423 1.052 0.659
H 2.784 0.251 -0.298
H 1.866 0.671 -1.750
H 3.216 1.742 -1.232
H 1.914 2.492 0.788
H 0.036 2.276 -1.650
H 1.355 3.523 -1.430
H -0.037 3.434 -0.242
H 0.796 0.463 1.397
H -0.297 1.599 1.094
H 0.072 0.340 -0.055


C5H15N2O | wB97M-V/def2-TZVPD

spin multiplicity = 2
M = 119.188 g/mol
HOMO (alpha / beta) = -18.14 / -17.74 eV
Kohn-Sham gap (alpha / beta) = 9.74 / 5.14 eV
electronic energy = -383.5036 a.u.
net charge = +2
energy above the lowest of the compared OMol25 structures with the same formula, charge and spin = 67.0 kcal/mol

Positions of all 23 atoms, in Å:
N 1.466 0.405 -0.903
C 0.287 -0.008 -0.007
C -1.009 0.539 -0.531
C -2.163 0.187 0.359
C -2.423 -0.947 1.073
C 0.572 0.502 1.393
N 1.856 0.138 1.894
H 2.130 1.077 -0.490
H 2.120 -0.375 -0.953
H 1.105 0.840 -1.754
H 0.346 -1.098 0.066
H -0.970 1.632 -0.542
H -1.101 0.126 -1.542
H -2.770 1.081 0.502
H -1.674 -1.710 1.215
H -3.332 -1.117 1.640
H -0.309 0.315 2.068
H 0.322 1.573 1.615
H 1.860 -0.643 2.554
H 2.299 0.897 2.389
H 1.061 -1.587 -3.175
H -0.124 -0.964 -3.835
O 0.452 -0.864 -3.035


C5H15N2O2 | wB97M-V/def2-TZVPD

M = 135.187 g/mol
HOMO = -12.98 eV
Kohn-Sham gap = 9.12 eV
electronic energy = -459.2201 a.u.
net charge = +1
energy above the lowest of the compared OMol25 structures with the same formula, charge and spin = 61.3 kcal/mol

Positions of all 24 atoms, in Å:
C 3.640 -0.620 0.475
C 2.398 1.385 -0.244
C -3.182 0.543 0.120
C -2.009 -1.540 0.530
C 1.610 -0.893 -0.609
N 2.444 -0.064 -0.168
N -2.326 -0.499 -0.443
O 1.067 -1.854 -0.895
O -0.099 0.616 -1.368
H 4.525 -0.261 -0.053
H 3.677 -0.277 1.510
H 3.634 -1.708 0.462
H 3.160 1.734 -0.944
H 1.414 1.706 -0.584
H 2.606 1.798 0.743
H -4.102 0.140 0.555
H -2.632 1.067 0.899
H -3.447 1.249 -0.664
H -2.904 -2.000 0.962
H -1.419 -2.315 0.045
H -1.429 -1.098 1.341
H -0.960 0.230 -0.993
H -2.817 -0.928 -1.226
H -0.201 0.597 -2.324